(1)
Computed, not measured: a molecular structure, C25H36NO2Yb in a non-equilibrium geometry, with ωB97M-V with the def2-TZVPD basis set.

The geometry in XYZ format:
```
65
Properties=species:S:1:pos:R:3:forces:R:3
O -2.556 -1.649 -2.821 -2.022 -0.981 -0.696
C -3.906 -2.063 -2.397 -0.110 0.261 0.623
C -4.276 -2.725 -3.710 0.618 0.344 0.144
H -4.527 -1.188 -2.165 0.217 -0.200 0.183
H -3.870 -2.763 -1.552 0.037 0.314 -0.088
C -2.853 -2.254 -4.116 -0.124 -0.454 -1.144
H -5.095 -2.231 -4.239 0.175 -0.254 -0.003
H -4.418 -3.809 -3.639 0.020 0.295 -0.188
C -2.885 -1.197 -5.205 0.166 -0.100 -0.140
H -3.491 -0.345 -4.873 0.192 -0.119 -0.106
H -3.339 -1.610 -6.119 0.148 0.084 0.229
H -1.866 -0.866 -5.447 -0.260 0.085 0.080
C -1.917 -3.411 -4.423 0.121 0.117 -0.135
H -1.862 -4.098 -3.566 0.063 0.212 -0.220
H -0.914 -3.033 -4.673 -0.198 -0.214 0.170
H -2.301 -3.975 -5.287 0.133 0.184 0.209
Yb 1.468 0.509 0.781 0.191 0.423 0.587
C 3.177 -0.840 2.321 -0.511 0.037 0.173
C 2.031 -0.603 3.136 0.342 -0.682 -0.042
C 0.952 -1.374 2.628 0.446 -0.305 -0.032
H 1.996 0.007 4.036 -0.033 -0.176 -0.288
C 1.446 -2.109 1.506 0.230 0.290 0.076
C 2.793 -1.717 1.275 -0.166 -0.447 0.432
H 3.420 -2.054 0.451 -0.093 -0.063 0.357
H 4.185 -0.476 2.508 -0.344 0.063 -0.227
H -0.039 -1.460 3.080 0.347 -0.034 -0.142
H 0.944 -2.936 1.008 0.187 0.440 -0.005
C 3.334 2.453 0.136 -0.250 -0.295 -0.591
C 3.614 1.273 -0.610 -0.232 0.513 -0.158
C 2.526 1.051 -1.505 0.024 0.206 0.112
H 4.521 0.676 -0.532 -0.255 0.146 -0.078
C 1.550 2.067 -1.271 0.609 0.369 -0.141
C 2.057 2.935 -0.263 0.300 -0.289 -0.549
H 1.589 3.853 0.089 0.059 -0.303 -0.029
H 4.007 2.946 0.837 -0.281 -0.243 -0.143
H 2.472 0.277 -2.270 0.007 0.158 0.254
H 0.610 2.197 -1.803 0.225 -0.067 0.096
O -0.915 0.416 -0.094 -0.108 -0.927 0.581
C -0.674 -0.696 -1.023 -0.415 -0.190 -0.322
C -1.325 -1.922 -0.377 0.447 -0.109 0.960
H 0.405 -0.848 -1.268 -0.568 0.386 0.559
H -1.196 -0.447 -1.952 0.391 -0.015 0.286
C -2.549 -1.313 0.326 -0.276 0.111 -0.700
H -0.649 -2.343 0.386 -0.399 0.323 -0.392
H -1.561 -2.733 -1.072 0.009 0.415 0.035
C -2.056 0.056 0.782 0.824 0.124 0.103
H -2.965 -1.931 1.135 0.270 0.269 -0.170
H -3.331 -1.174 -0.427 0.121 0.096 0.462
H -1.670 -0.007 1.819 -0.194 0.078 -0.504
H -2.792 0.876 0.707 0.265 -0.467 0.017
C 3.945 2.080 3.657 0.723 0.214 -0.029
C 2.581 2.622 3.517 -1.587 -0.625 -1.073
C 2.025 3.597 4.393 -1.836 0.870 0.068
C 0.701 3.799 3.980 1.590 0.324 1.197
C 0.490 2.939 2.870 2.045 -0.987 -0.138
C -0.768 2.773 2.131 -0.698 0.290 -0.154
N 1.631 2.223 2.599 -0.387 0.651 0.667
H 3.960 1.158 4.262 -0.105 0.228 -0.248
H 4.550 2.830 4.194 -0.140 -0.313 -0.146
H 4.435 1.874 2.694 -0.362 -0.056 0.311
H 2.575 4.044 5.216 -0.275 0.048 -0.165
H -0.063 4.450 4.380 0.214 0.050 0.127
H -1.284 1.851 2.438 0.248 0.230 -0.096
H -1.440 3.602 2.386 0.090 -0.180 -0.112
H -0.642 2.765 1.037 0.135 -0.151 0.298
```
Forces are in eV/Å.

Computed properties:
<S²> = 0.76
F_max = 2.35 eV Å⁻¹
LUMO level (alpha / beta) = 0.490 / -1.869 eV
Orbital gap (alpha / beta) = 6.442 / 4.076 eV
2S+1 = 2

---

(2)
Computed, not measured: a molecular structure, C25H37CaNO7S3Si3, with ωB97M-V with the def2-TZVPD basis set.

The geometry in XYZ format:
```
77
Properties=species:S:1:pos:R:3:forces:R:3
Ca 0.224 0.038 0.924 0.169 -0.378 -0.178
O -1.906 0.911 1.726 -0.029 0.015 0.030
S -1.459 2.224 2.200 0.124 -0.007 0.014
O -2.417 3.296 2.069 -0.022 0.000 -0.047
O -0.124 2.515 1.673 -0.076 -0.130 0.071
C -1.317 2.008 4.002 -0.024 0.035 -0.021
C -2.013 2.954 4.749 0.021 -0.015 -0.025
C -2.069 2.893 6.132 0.003 -0.004 0.025
C -1.426 1.863 6.795 -0.012 0.013 0.010
C -0.721 0.919 6.065 0.013 -0.013 -0.047
C -0.649 0.974 4.676 0.028 -0.025 0.054
S 0.396 -0.304 3.926 -0.154 -0.002 0.018
O 1.039 -0.942 5.053 0.024 -0.020 -0.008
O -0.466 -1.180 3.133 0.056 0.183 -0.046
O 1.302 0.440 3.047 0.016 0.144 0.091
H -2.525 3.737 4.208 0.000 -0.004 0.009
H -2.619 3.648 6.681 0.000 -0.007 0.005
H -1.464 1.789 7.875 -0.001 0.008 -0.001
H -0.193 0.118 6.562 0.002 -0.001 -0.004
S 2.784 -4.023 -1.424 -0.007 0.016 0.030
C 2.052 -2.969 -2.719 -0.007 -0.028 -0.005
C 1.106 -2.001 -1.964 -0.012 0.027 -0.058
C 1.523 -1.827 -0.521 -0.055 0.176 0.139
C 2.426 -2.750 -0.164 -0.066 -0.064 -0.007
C 3.081 -2.891 1.135 0.032 0.073 0.014
C 3.879 -3.999 1.456 0.000 -0.019 0.011
C 4.484 -4.063 2.698 0.006 0.008 0.008
C 4.293 -3.029 3.600 -0.006 -0.004 -0.022
C 3.485 -1.969 3.202 0.007 0.000 -0.004
N 2.903 -1.893 2.015 -0.014 -0.019 -0.020
H 1.475 -3.626 -3.375 -0.007 0.012 -0.011
H 0.102 -2.448 -1.956 0.045 -0.021 0.027
H 4.016 -4.792 0.732 -0.002 0.002 0.004
H 5.102 -4.916 2.958 -0.003 -0.005 -0.005
H 4.741 -3.039 4.585 -0.002 0.004 0.001
H 3.285 -1.142 3.874 0.001 -0.015 -0.006
C -2.895 3.923 -1.032 0.050 -0.050 -0.011
O -2.187 2.725 -0.894 -0.062 0.063 0.080
Si -1.193 2.081 -2.065 0.033 -0.104 -0.066
C -2.206 2.247 -3.672 -0.016 -0.014 -0.018
C 0.223 3.309 -2.305 0.021 -0.005 0.036
C -0.687 0.410 -1.602 0.023 0.125 -0.038
Si 0.811 -0.186 -2.469 -0.025 -0.001 -0.031
C 2.385 0.784 -2.003 -0.001 0.003 0.020
C 3.166 -2.320 -3.537 -0.003 0.019 0.034
C 0.693 0.007 -4.366 -0.049 -0.004 -0.012
Si -2.099 -0.744 -1.475 -0.034 -0.070 0.003
C -3.773 0.063 -1.133 0.001 0.031 0.008
C -2.407 -1.771 -3.052 0.006 0.006 -0.032
C -1.954 -1.994 -0.051 0.004 0.032 0.013
H -3.745 3.810 -1.720 -0.002 0.013 0.014
H -2.262 4.738 -1.411 -0.011 0.004 -0.005
H -3.267 4.212 -0.049 -0.010 -0.004 0.012
H -2.470 3.294 -3.862 -0.002 -0.002 -0.012
H -3.136 1.674 -3.610 0.036 0.022 -0.027
H -1.650 1.879 -4.537 0.004 0.002 0.009
H -0.172 4.299 -2.554 -0.010 -0.006 -0.004
H 0.895 3.006 -3.112 0.015 0.009 0.001
H 0.806 3.398 -1.386 0.010 0.009 -0.013
H 2.216 1.437 -1.143 0.001 0.018 -0.013
H 2.723 1.417 -2.828 0.009 0.011 0.004
H 3.195 0.104 -1.732 -0.025 0.008 0.003
H 3.722 -1.606 -2.928 0.002 -0.027 -0.012
H 3.868 -3.079 -3.889 -0.003 0.003 -0.008
H 2.758 -1.798 -4.403 0.020 0.013 0.018
H 0.390 1.031 -4.603 0.006 -0.013 -0.008
H -0.065 -0.664 -4.782 0.007 0.017 -0.001
H 1.641 -0.177 -4.877 -0.007 0.000 -0.001
H -4.099 0.737 -1.929 -0.006 -0.016 0.038
H -3.721 0.635 -0.205 -0.004 0.001 -0.011
H -4.526 -0.725 -1.024 0.002 0.000 0.003
H -2.640 -1.089 -3.876 -0.004 -0.015 -0.003
H -3.259 -2.447 -2.919 0.007 0.001 -0.001
H -1.543 -2.369 -3.355 -0.039 0.021 0.014
H -2.123 -1.506 0.917 -0.003 -0.013 -0.025
H -1.001 -2.525 -0.002 0.007 -0.018 -0.012
H -2.745 -2.744 -0.156 0.006 -0.003 0.008
```
Forces are in eV/Å.

Computed properties:
F_max = 0.45 eV Å⁻¹
LUMO level = 4.439 eV
Orbital gap = 6.407 eV
Charge = -2

---

(3)
Computed, not measured: a molecular structure, C25H37KN10O2S2Se2, with ωB97M-V with the def2-TZVPD basis set.

The geometry in XYZ format:
```
79
Properties=species:S:1:pos:R:3:forces:R:3
K -0.821 -0.374 -0.312 0.036 0.124 0.004
N -4.937 -0.062 2.454 0.005 0.034 0.020
C -3.849 -0.631 1.809 0.107 -0.080 0.081
S -3.930 -0.760 0.103 -0.127 0.150 -0.025
N -2.918 -1.050 2.647 0.039 -0.043 -0.060
N -1.819 -1.547 2.022 -0.017 -0.132 -0.019
C -1.039 -2.308 2.699 -0.051 0.094 0.103
C -1.278 -2.665 4.129 0.025 0.045 0.016
C -1.479 -3.987 4.510 -0.006 0.007 -0.004
C -1.689 -4.316 5.843 0.002 -0.012 -0.010
C -1.689 -3.324 6.812 0.002 0.018 0.008
C -1.483 -2.000 6.439 -0.006 -0.024 0.002
C -1.284 -1.672 5.108 0.005 -0.011 -0.011
C 0.178 -2.837 2.026 -0.029 0.013 -0.001
C 1.237 -3.363 2.764 -0.018 -0.008 0.005
C 2.361 -3.820 2.096 -0.004 -0.001 0.001
C 2.404 -3.742 0.717 0.008 -0.002 -0.015
C 1.309 -3.191 0.062 -0.001 -0.048 0.035
N 0.221 -2.767 0.689 0.054 -0.013 0.006
H -5.474 0.544 1.856 -0.014 -0.007 0.000
H -4.711 0.303 3.368 -0.014 -0.008 0.004
H -1.472 -4.760 3.752 0.000 -0.004 0.003
H -1.852 -5.350 6.125 0.000 0.000 -0.004
H -1.848 -3.578 7.853 0.000 0.001 -0.001
H -1.480 -1.220 7.190 0.001 0.004 -0.005
H -1.137 -0.643 4.808 0.004 0.003 0.001
H 1.188 -3.383 3.844 0.002 0.002 0.001
H 3.205 -4.205 2.655 -0.001 0.003 -0.001
H 3.272 -4.052 0.153 0.002 -0.006 0.007
H 1.313 -3.084 -1.017 -0.009 0.022 0.005
O 3.238 -0.567 1.802 0.018 0.015 0.071
C 2.348 0.549 1.917 -0.031 0.005 0.043
C 2.844 1.772 1.137 -0.017 0.009 -0.001
C 4.002 2.420 1.903 -0.037 -0.012 -0.045
O 5.083 1.523 2.177 -0.011 0.003 0.006
C 3.350 1.378 -0.271 -0.019 -0.031 0.038
Se 2.315 0.002 -1.250 0.058 0.066 -0.111
C 1.702 2.783 0.971 0.094 -0.064 0.027
Se 0.717 3.383 2.582 -0.046 -0.054 -0.033
H 3.143 -0.853 0.869 0.001 0.004 -0.040
H 2.256 0.791 2.976 0.024 -0.004 -0.016
H 1.352 0.265 1.561 0.019 0.007 -0.003
H 3.613 2.834 2.838 -0.012 0.014 0.015
H 4.404 3.248 1.306 0.020 -0.001 0.016
H 4.712 0.626 2.130 0.004 0.005 -0.008
H 4.374 1.017 -0.190 0.000 -0.018 -0.024
H 3.374 2.280 -0.886 0.018 0.022 0.024
H 1.001 2.329 0.266 -0.055 0.023 -0.024
H 2.117 3.667 0.478 0.034 0.001 -0.022
C 0.023 5.349 -0.457 -0.012 -0.015 -0.010
N -0.545 4.384 -1.381 -0.016 -0.028 0.018
C -1.458 3.449 -1.080 0.034 -0.030 -0.066
N -1.709 3.184 0.201 -0.006 -0.131 0.097
S -2.296 2.651 -2.331 -0.039 0.079 -0.151
H 0.938 5.746 -0.895 0.011 -0.001 0.007
H 0.276 4.889 0.501 -0.031 0.054 -0.012
H -0.673 6.175 -0.274 0.007 -0.009 0.007
H -0.415 4.514 -2.369 -0.016 0.006 -0.003
H -1.047 3.382 0.975 0.001 0.094 0.046
H -2.380 2.447 0.357 -0.021 -0.007 0.030
C -0.785 1.700 -5.945 -0.018 -0.008 0.017
C -0.974 0.451 -6.800 -0.004 -0.003 0.009
C 0.363 -0.231 -7.073 -0.002 -0.001 -0.005
C -1.984 -0.524 -6.186 -0.002 0.007 -0.011
N -1.531 -1.102 -4.936 0.081 0.020 -0.032
C -1.494 -0.569 -3.712 0.043 0.064 0.140
N -0.857 -1.393 -2.918 -0.086 -0.251 -0.070
N -0.508 -2.450 -3.681 -0.026 0.048 -0.044
N -0.897 -2.288 -4.892 -0.005 0.017 -0.017
H -0.153 2.420 -6.467 0.002 0.006 0.005
H -0.297 1.471 -4.995 0.015 -0.001 -0.013
H -1.734 2.188 -5.710 0.002 -0.002 -0.009
H -1.419 0.748 -7.757 0.006 0.006 -0.004
H 0.850 -0.517 -6.140 0.000 -0.003 -0.002
H 1.034 0.450 -7.600 0.000 0.000 0.000
H 0.241 -1.133 -7.677 0.002 -0.001 0.001
H -2.167 -1.361 -6.859 -0.006 -0.007 0.005
H -2.931 -0.018 -5.993 0.001 0.000 0.004
H -1.910 0.387 -3.426 0.026 -0.009 0.008
```
Forces are in eV/Å.

Computed properties:
F_max = 0.27 eV Å⁻¹
LUMO level = 3.872 eV
Orbital gap = 5.287 eV
Charge = -2